# 1
# C3H13NO3

A 3-piece molecular cluster, C3H13NO3 overall (wB97M-V/def2-TZVPD, the Open Molecules 2025 dataset).

```
! RIJCOSX wB97M-V def2-TZVPD def2/J DEFGRID3
* xyz 1 2
C -1.93486 -0.69616 -0.63753
C -2.47221 0.15925 0.54411
C -1.70821 1.41241 0.63333
O -0.27752 1.14729 0.72092
N -0.51717 -1.24525 -0.38058
H -1.91321 -0.16757 -1.52025
H -2.67135 -1.51711 -0.60001
H -2.27535 -0.35910 1.51138
H -3.54289 0.39546 0.60926
H -2.02214 1.90692 1.56847
H -1.89540 2.07052 -0.22533
H 0.55356 0.87714 0.30374
H -0.57489 -2.20542 -0.18245
H 0.26073 -0.61955 -0.34191
H 1.00487 2.46110 -1.05444
H 2.26450 2.37247 -1.72083
O 1.40505 2.19148 -1.96233
H 4.47725 -3.15343 0.32599
H 3.50036 -3.27395 1.34449
O 4.26569 -2.75424 1.16722
*
```

## Properties
ΔE to the lowest compared entry with this formula, charge and spin   82.7 kcal per mole
E_HOMO (alpha / beta)   -14.24 / -14.24 eV
HOMO-LUMO gap (alpha / beta)   10.6088 / 5.8344 eV

---

# 2
# C18H23N4O9P2STl

C18H23N4O9P2STl as an isolated structure (wB97M-V/def2-TZVPD, the Open Molecules 2025 dataset).

```
! RIJCOSX wB97M-V def2-TZVPD def2/J DEFGRID3
* xyz -2 1
Tl 1.32084 -0.80987 -0.96733
C 3.03961 -3.35416 -1.43021
C 2.21227 -3.23136 -2.55288
C 0.91132 -3.58127 -2.17052
C 0.93829 -3.92458 -0.81342
C 2.25237 -3.78552 -0.35821
H 4.10726 -3.18808 -1.40719
H 2.52646 -2.95785 -3.54791
H 0.05142 -3.63588 -2.82184
H 0.09553 -4.28705 -0.23568
H 2.61056 -4.01365 0.63870
N 2.98862 3.49834 -1.64762
C 1.53185 3.31429 -1.88386
C 0.75342 4.53236 -2.28779
P 1.56164 2.07383 -3.28294
O 2.70423 3.03562 -4.18043
O 0.35969 2.04900 -4.12726
O 2.33722 0.88749 -2.84471
P 1.14531 2.69604 -0.17431
O 1.68238 4.15827 0.56045
O -0.22799 2.48762 0.29865
O 2.28463 1.74254 0.07260
H 3.49554 3.42214 -2.53185
H 3.10097 2.62547 -1.00031
H 3.18462 4.33519 -1.10063
H 1.07829 4.90791 -3.25942
H 0.80298 5.32686 -1.54018
H -0.27801 4.19444 -2.37998
H 2.43406 2.82397 -5.07015
H 0.97068 4.39123 1.15019
O -5.64826 0.47927 -1.44874
S -4.51043 1.08059 -0.76591
O -4.84341 2.35367 -0.15397
N -3.18086 1.13517 -1.66706
C -2.20954 0.36726 -1.20211
O -1.08105 0.23954 -1.67790
C -2.63888 -0.43299 0.02156
C -1.92703 -1.43990 0.64953
C -2.50537 -2.07756 1.73629
C -3.76707 -1.72457 2.19161
C -4.49203 -0.73444 1.53921
C -3.90740 -0.10621 0.46339
H -0.95537 -1.73592 0.28256
H -1.96055 -2.87211 2.22783
H -4.19271 -2.22955 3.05219
H -5.48629 -0.46610 1.86709
C -0.31098 -2.59664 4.80468
N 0.12724 -1.66980 3.80443
C -0.21063 -0.34231 3.71061
C 0.35635 0.11520 2.55834
N 1.02370 -0.89761 1.94948
C 0.86882 -1.94640 2.70145
H -0.58336 -2.05968 5.71459
H 0.48164 -3.31463 5.03246
H -1.18922 -3.15449 4.46335
H -0.82833 0.13190 4.44583
H 0.31653 1.08128 2.10145
H 1.27849 -2.91631 2.49379
*
```

## Properties
ΔE to the lowest compared entry with this formula, charge and spin   57.1 kcal per mole
E_HOMO   -1.62 eV
HOMO-LUMO gap   5.7689 eV

---

# 3
# C49H76Cl18F21N5O19

A 18-piece molecular cluster, C49H76Cl18F21N5O19 overall (wB97M-V/def2-TZVPD, the Open Molecules 2025 dataset).

```
! RIJCOSX wB97M-V def2-TZVPD def2/J DEFGRID3
* xyz 0 1
C -3.60779 24.62214 -1.08894
O -2.94612 24.12763 -2.02074
N -4.47563 23.98016 -0.27388
C -5.15758 24.59712 0.88157
C -4.67472 22.53551 -0.50189
H -3.45613 25.67793 -0.81601
H -4.98460 25.66324 1.02848
H -5.15228 24.00063 1.79386
H -6.24010 24.56535 0.75803
H -4.46651 22.06537 -1.46300
H -4.03930 22.09475 0.26626
H -5.69075 22.29133 -0.19177
C -7.68207 22.85230 -3.96767
O -7.85205 21.83756 -3.34118
N -7.97718 23.00888 -5.31168
C -7.93833 24.34362 -5.92388
C -8.42625 21.93788 -6.20226
H -7.42935 23.84538 -3.56501
H -8.90525 24.72291 -6.25450
H -7.40815 24.26178 -6.87272
H -7.29568 25.03710 -5.38148
H -8.33009 20.94013 -5.77408
H -9.48628 22.08719 -6.40759
H -7.91562 21.86300 -7.16233
C -4.97001 26.98322 -4.06651
O -5.91874 26.26711 -3.91986
N -4.63264 27.58552 -5.21576
C -5.32002 27.50174 -6.43943
C -3.53244 28.56682 -5.18818
H -4.33631 27.22917 -3.20041
H -5.78252 26.51519 -6.46994
H -4.56737 27.39594 -7.22073
H -6.07773 28.24310 -6.69312
H -3.07255 28.58574 -4.20013
H -2.70438 28.37647 -5.87095
H -3.96966 29.54621 -5.38246
C 0.26977 22.53214 -1.18111
O 1.41853 22.91303 -1.04539
N -0.06036 21.36489 -1.72892
C -1.53178 20.91841 -1.88935
C 0.89624 20.41182 -2.24386
H -0.57223 23.13104 -0.80089
H -1.71221 19.96724 -1.38853
H -1.81902 20.51460 -2.86019
H -2.23637 21.64753 -1.48932
H 0.77835 20.22060 -3.31046
H 1.90778 20.62687 -1.89941
H 0.47511 19.52410 -1.77193
C -1.13395 27.45726 -0.69989
O -2.27101 27.81001 -0.38358
N -0.25993 28.14250 -1.50036
C 1.04714 27.63491 -1.79325
C -0.69937 29.28080 -2.33926
H -0.60976 26.53056 -0.41944
H 0.94341 27.04206 -2.70203
H 1.35731 26.83111 -1.12557
H 1.77778 28.44202 -1.84663
H -0.41298 30.20722 -1.84143
H -0.26199 29.35578 -3.33484
H -1.77700 29.41253 -2.43650
C -10.07033 19.77090 1.83624
C -11.40909 20.22481 1.33865
O -11.77883 19.35575 0.29495
C -12.63466 18.32300 0.50880
O -13.22044 18.13784 1.57207
C -12.70500 17.36692 -0.68631
F -13.02275 16.15722 -0.20420
F -13.56285 17.84697 -1.61695
F -11.51292 17.21177 -1.23880
H -9.69639 20.36390 2.67087
H -9.35248 19.76991 1.01600
H -10.08946 18.72621 2.14665
H -11.33827 21.22032 0.90042
H -12.18514 20.20010 2.10365
C -4.30899 21.63545 -4.56861
C -3.86227 23.02229 -5.23214
O -3.86251 22.73128 -6.63310
C -3.19417 23.52100 -7.53397
O -2.27704 24.31019 -7.27916
C -3.63346 23.33131 -9.03152
F -2.64214 23.99430 -9.82185
F -3.79016 22.05090 -9.45567
F -4.75296 23.97438 -9.30307
H -5.31719 21.36683 -4.88399
H -4.54302 21.84139 -3.52414
H -3.52876 20.88671 -4.70550
H -2.84181 23.22043 -4.90426
H -4.43853 23.88252 -4.89149
C -0.20223 24.34520 3.83145
C -0.12080 23.90735 5.27655
O -0.15224 24.96626 6.24242
C -0.88710 24.90346 7.37324
O -1.54371 23.92566 7.64284
C -0.96613 26.24450 8.10854
F 0.18155 26.95022 7.87653
F -2.06155 26.89249 7.63949
F -1.06151 25.87683 9.38297
H -0.04986 23.50105 3.15892
H 0.59581 25.03678 3.56137
H -1.16878 24.79540 3.60520
H 0.89237 23.56309 5.48409
H -0.86449 23.12204 5.41188
C -3.37110 27.47377 3.70339
C -2.11375 27.66419 2.78851
O -1.02991 27.73077 3.69306
C -0.29873 28.87780 3.87498
O -0.44694 29.96000 3.26831
C 0.94710 28.74326 4.76129
F 0.78073 29.57892 5.76872
F 1.18557 27.47640 5.29734
F 2.00491 29.13670 4.13663
H -4.16560 27.41042 2.95985
H -3.62448 28.35322 4.29540
H -3.26102 26.55290 4.27608
H -2.18196 28.62918 2.28629
H -1.89550 26.90782 2.03461
C -2.90566 18.68074 4.22715
C -1.83885 19.80245 3.98384
O -0.99388 19.29621 2.95541
C 0.16819 19.88132 2.59832
O 0.60736 20.92527 3.06102
C 0.90682 19.13337 1.50039
F 1.66258 18.13950 2.01667
F 0.16148 18.50821 0.55699
F 1.74003 19.96591 0.92644
H -2.46152 17.70127 4.40454
H -3.44533 18.51650 3.29447
H -3.50623 18.94553 5.09738
H -1.27704 20.04038 4.88708
H -2.33611 20.73414 3.71407
C -6.44862 20.44406 2.27804
C -6.23595 19.07430 1.53106
O -6.46558 19.13615 0.05273
C -5.86740 18.12589 -0.66905
O -5.56871 17.01173 -0.21921
C -5.88575 18.34180 -2.13348
F -4.99927 19.30694 -2.33828
F -5.40241 17.33618 -2.78953
F -7.07067 18.70459 -2.57057
H -5.55349 21.04608 2.12182
H -6.49284 20.31062 3.35894
H -7.33297 20.90772 1.84096
H -6.90929 18.26012 1.79909
H -5.23354 18.66018 1.63961
C -5.19402 30.30908 -1.42545
C -5.44782 31.35403 -0.35614
O -6.65391 32.06246 -0.60498
C -7.04834 33.21233 0.05491
O -6.47845 33.68718 1.03265
C -8.36640 33.76952 -0.55470
F -8.17787 35.05436 -0.55975
F -8.57253 33.46247 -1.80528
F -9.36641 33.45474 0.17764
H -6.04870 29.67017 -1.64775
H -4.21007 29.86401 -1.27762
H -5.07649 30.92977 -2.31372
H -4.74015 32.17721 -0.45460
H -5.45732 30.95769 0.65920
C -9.60185 28.67772 -2.94604
Cl -8.62488 28.11444 -1.60256
Cl -10.62492 27.34156 -3.48689
Cl -8.58071 29.35204 -4.29987
H -10.27437 29.43616 -2.54530
C 0.75605 23.75514 -4.35332
Cl 1.95390 24.27806 -5.48904
Cl -0.28590 22.36138 -4.95426
Cl -0.11551 25.17409 -3.80344
H 1.33206 23.38495 -3.50523
C -3.94779 23.23502 4.95572
Cl -3.31013 23.24712 3.27458
Cl -3.30758 21.84498 5.90018
Cl -5.69236 23.22233 4.89695
H -3.62878 24.13377 5.48352
C -7.70249 27.76700 5.41564
Cl -8.15516 26.50662 6.56438
Cl -9.13242 28.42711 4.57766
Cl -6.55422 27.05137 4.25114
H -7.09458 28.55952 5.85208
C -10.73371 23.99359 -1.96119
Cl -9.44077 23.44621 -0.94412
Cl -11.71518 25.29622 -1.18197
Cl -11.77094 22.79524 -2.71329
H -10.27676 24.49254 -2.81580
C -11.61358 24.07395 3.39638
Cl -10.49892 25.06291 2.40885
Cl -13.17538 24.20975 2.70710
Cl -11.66293 24.86110 4.99061
H -11.21894 23.06411 3.50855
*
```

## Properties
E_HOMO   -9.37 eV
HOMO-LUMO gap   9.2505 eV

---

# 4
# C5H8N2O2

One molecule with the formula C5H8N2O2 (wB97M-V/def2-TZVPD, the Open Molecules 2025 dataset).

```
! RIJCOSX wB97M-V def2-TZVPD def2/J DEFGRID3
* xyz 0 1
C -2.05977 -1.31626 -0.67581
C -0.99241 -0.70632 -0.16583
C 1.18583 -0.85531 0.76525
C 2.02657 0.06808 -0.11870
C -0.99763 0.81149 0.09618
H -1.98669 -2.36319 -0.90805
H -2.90935 -0.70406 -0.99236
H 0.74071 -0.38149 1.68618
H 1.78000 -1.66460 1.14545
H 2.60072 -0.46252 -0.89257
H 2.76568 0.57981 0.47825
H 0.16032 2.40404 -0.50422
H -1.86399 2.38485 0.62985
N 0.20925 1.46642 -0.22323
N -2.04031 1.34118 0.58965
O 0.15630 -1.46199 0.05236
O 1.22477 0.85987 -0.96242
*
```

## Properties
ΔE to the lowest compared entry with this formula, charge and spin   101.5 kcal per mole
SMILES string   [H]/N=C1\NOCCOC1=C
E_HOMO   -8.93 eV
HOMO-LUMO gap   9.8050 eV

---

| no. | maximum force (eV/Å) | energy (eV) |
| --- | --- | --- |
| 1 | 4.99 | -10943.2165 |
| 2 | 1.51 | -77539.8914 |
| 3 | 5.42 | -380866.5132 |
| 4 | 2.12 | -12386.5352 |